C21H31GaIN2O19 as an isolated structure, computed with ωB97M-V/def2-TZVPD.

Properties
**Frontier orbital gap**: 6.8995 eV
**Energy relative to the best compared isomer or geometry (same formula, charge and spin)**: 0.000 eV
**Net charge**: -1

The geometry in XYZ format:
```
75
C21H31GaIN2O19 | OMol25 | ωB97M-V/def2-TZVPD
C -1.24 -5.91 0.57
N -0.02 -5.36 0.00
C 1.22 -5.64 0.74
Ga 2.25 -3.96 1.15
I 3.02 -2.73 -1.02
O 1.07 -2.79 2.20
C 0.36 -2.05 1.45
N -0.46 -1.46 0.88
H -1.53 -6.82 0.03
H -1.15 -6.13 1.64
H -2.05 -5.18 0.45
H -0.14 -4.37 -0.18
H 1.01 -6.08 1.72
H 1.87 -6.31 0.16
H 3.59 -4.24 1.96
C -0.92 -1.92 -4.92
C -0.06 -0.76 -5.40
O 0.42 -0.21 -4.18
C 0.38 -1.19 -3.22
O 0.88 -1.10 -2.15
O -0.29 -2.27 -3.69
H -0.92 -2.76 -5.60
H -1.95 -1.62 -4.72
H 0.79 -1.09 -6.00
H -0.62 -0.01 -5.96
C 0.76 -0.80 4.60
C 1.61 0.33 4.08
O 2.14 0.90 5.30
C 2.11 -0.06 6.25
O 2.63 0.04 7.32
O 1.43 -1.15 5.83
H 0.73 -1.65 3.92
H -0.26 -0.49 4.83
H 2.44 -0.01 3.46
H 1.04 1.08 3.53
C 1.12 4.18 -4.90
C 2.15 3.08 -5.03
O 1.53 2.21 -5.99
C 0.66 2.93 -6.72
O 0.11 2.53 -7.70
O 0.49 4.16 -6.19
H 1.56 5.15 -4.70
H 0.37 3.97 -4.14
H 3.10 3.43 -5.43
H 2.33 2.55 -4.10
C 2.67 5.36 5.35
C 1.73 4.17 5.52
O 0.61 4.56 4.71
C 1.04 5.46 3.79
O 0.39 5.85 2.88
O 2.31 5.85 4.06
H 3.72 5.08 5.38
H 2.48 6.14 6.09
H 2.16 3.25 5.12
H 1.43 4.01 6.55
C -0.90 -2.58 7.73
C -1.05 -3.74 6.76
O -1.80 -4.68 7.54
C -2.48 -4.00 8.49
O -3.32 -4.48 9.19
O -2.07 -2.72 8.55
H -0.88 -1.61 7.24
H -0.02 -2.68 8.36
H -1.63 -3.47 5.88
H -0.10 -4.16 6.45
C -3.26 4.22 -8.38
C -3.34 3.13 -9.43
O -4.15 2.14 -8.78
C -4.90 2.76 -7.84
O -5.80 2.25 -7.25
O -4.49 4.04 -7.67
H -3.21 5.22 -8.80
H -2.43 4.07 -7.69
H -3.85 3.46 -10.34
H -2.37 2.72 -9.69
```

***

C21H31MnN3O2Si as an isolated structure, computed with ωB97M-V/def2-TZVPD.

Properties
**Frontier orbital gap (alpha / beta)**: 7.8963 / 8.0078 eV
**Energy relative to the best compared isomer or geometry (same formula, charge and spin)**: 0.478 eV
**2S+1**: 4
**Net charge**: +2

The geometry in XYZ format:
```
59
C21H31MnN3O2Si | OMol25 | ωB97M-V/def2-TZVPD
Mn 9.48 11.26 10.41
N 10.93 10.16 11.11
C 12.21 10.74 11.59
C 12.09 11.74 12.71
C 11.45 13.01 12.17
O 11.68 14.16 12.27
O 10.13 12.70 11.72
H 10.78 9.51 11.84
H 11.22 9.64 10.30
H 12.64 11.18 10.74
H 12.86 9.90 11.87
H 13.06 11.97 13.17
H 11.40 11.34 13.49
C 6.55 7.01 6.98
C 7.34 6.68 8.25
N 7.33 7.75 9.23
C 6.07 7.82 10.07
C 5.11 8.82 9.43
C 8.26 8.68 9.30
C 9.45 8.63 8.33
N 8.13 9.79 9.94
H 6.91 6.45 6.08
H 6.62 8.06 6.68
H 5.51 6.84 7.04
H 8.37 6.48 7.95
H 6.92 5.81 8.71
H 6.30 8.12 11.06
H 5.64 6.86 10.08
H 5.62 9.80 9.35
H 4.16 8.98 9.98
H 4.80 8.62 8.42
H 10.07 7.77 8.54
H 9.92 9.66 8.42
H 9.08 8.56 7.29
H 7.30 9.82 10.55
C 8.47 12.00 6.78
C 7.40 12.55 7.46
C 7.53 13.21 8.69
C 8.74 13.29 9.33
C 9.83 12.71 8.71
C 9.71 12.13 7.44
Si 8.59 13.68 11.21
C 8.27 15.32 11.86
C 7.34 15.38 12.96
C 7.13 16.56 13.59
C 7.85 17.68 13.15
C 8.64 17.69 11.99
C 8.92 16.46 11.39
H 8.41 11.56 5.79
H 6.40 12.58 7.07
H 6.64 13.60 9.14
H 10.86 12.85 9.07
H 10.58 11.93 6.93
H 7.42 12.92 11.62
H 6.77 14.51 13.27
H 6.39 16.63 14.36
H 7.58 18.61 13.65
H 9.15 18.60 11.57
H 9.53 16.43 10.53
```

***

- Among the records above, which one has the lowest net charge?
  C21H31GaIN2O19

***

- Which of these has the lowest net charge?
  C21H31GaIN2O19

***

- Look up the net charge of the second one.
  +2

***

- Which of these has the highest net charge?
  C21H31MnN3O2Si